[1]
The following is a DFT calculation (ωB97M-V/def2-TZVPD) of 3 unconnected molecules or ions with the total composition C17H36ClF4N6O7P2 at a distorted geometry.

- energy relative to the best compared isomer or geometry (same formula, charge and spin) (eV) = 0.000
- energy (eV) = -83444.2196
- charge = +1
- orbital gap (hartree) = 0.242

Last column: Mulliken charge in e.
Cartesian coordinates (Å):
C  6.3574  -1.3772  -0.7013  -0.749
C  5.5092  -2.2580  0.3205  0.658
O  5.6553  -3.5084  0.2459  -0.546
O  4.6452  -1.7791  1.3413  -0.314
C  3.8909  -0.6101  0.9455  -0.283
C  2.5829  -0.9567  0.0395  0.060
C  2.8578  -0.3714  -1.4282  -0.716
N  1.8592  -0.7678  -2.4645  0.507
C  1.9171  -2.0477  -3.0994  -0.072
C  2.9178  -3.2733  -2.9319  0.879
F  3.3260  -3.5244  -1.6062  -0.250
F  4.0423  -3.0106  -3.7667  -0.269
C  2.2557  -4.6531  -3.4809  0.057
F  0.9816  -4.9081  -2.9241  -0.239
F  3.1175  -5.7006  -3.0133  -0.249
N  0.8616  -2.2180  -4.0697  -0.495
C  0.2187  -0.9270  -3.9757  0.488
N  -0.8226  -0.6345  -4.7627  -0.183
Cl  -1.7100  0.8135  -4.8772  0.042
N  0.7965  -0.0518  -2.9968  -0.135
P  0.4718  1.5609  -2.3840  -0.283
P  -1.3881  1.4585  -1.1946  1.122
O  -2.1149  2.8131  -1.1652  -0.615
O  -1.0631  1.0155  0.4422  -0.452
O  -2.4904  0.3041  -1.7920  -0.569
H  6.4385  -1.9958  -1.6733  0.253
H  5.8875  -0.3835  -0.9988  0.250
H  7.4364  -1.2006  -0.3419  0.307
H  3.4545  -0.1630  1.9289  -0.031
H  4.5218  0.2334  0.4900  0.307
H  1.6939  -0.3743  0.4978  0.142
H  2.2910  -2.0565  0.0752  0.321
H  3.8823  -0.7596  -1.7835  0.028
H  2.9881  0.7644  -1.3144  0.531
H  2.2891  -4.6921  -4.6235  0.298
H  -1.1313  -1.4007  -5.3938  0.306
H  0.2353  2.4674  -3.4908  0.227
H  -1.5788  0.1933  0.6039  0.279
H  -2.8005  -0.3161  -1.0952  0.261
C  -8.0374  0.7941  -2.6483  -1.467
C  -6.5389  1.0532  -2.5238  0.257
C  -5.8729  0.2718  -1.3728  0.391
O  -6.1136  0.8128  -0.0785  -0.400
C  -7.3548  0.4347  0.4966  -0.685
N  -6.3129  2.4986  -2.3964  -0.715
H  -8.6177  1.3118  -1.8825  0.281
H  -8.4040  1.1466  -3.6162  0.365
H  -8.2576  -0.2749  -2.5800  0.350
H  -6.0754  0.7164  -3.4583  0.382
H  -4.7884  0.3274  -1.5153  -0.587
H  -6.1354  -0.7934  -1.4037  0.542
H  -7.6447  -0.5835  0.2208  0.331
H  -8.1339  1.1431  0.2092  0.232
H  -7.2529  0.4821  1.5826  0.260
H  -5.3103  2.6757  -2.4093  0.260
H  -6.5923  2.7664  -1.4518  0.326
C  2.1441  2.1894  6.9431  -1.391
C  2.4475  2.8243  5.5891  0.354
C  1.6202  2.2287  4.4311  -0.776
O  2.0722  0.9540  3.9797  -0.196
C  1.6153  -0.1410  4.7585  -0.798
N  3.8899  2.7271  5.3289  -0.729
H  2.5932  1.2003  7.0531  0.282
H  2.5423  2.8097  7.7506  0.346
H  1.0659  2.0948  7.0989  0.343
H  2.1856  3.8852  5.6653  0.415
H  1.7218  2.8968  3.5687  0.295
H  0.5512  2.1977  4.6740  0.406
H  0.6070  0.0227  5.1496  0.352
H  2.3125  -0.3390  5.5745  0.275
H  1.5984  -1.0272  4.1200  0.238
H  4.1028  3.2345  4.4724  0.263
H  4.0893  1.7551  5.0891  0.323


[2]
The following is a DFT calculation (ωB97M-V/def2-TZVPD) of 3 unconnected molecules or ions with the total composition C17H36FN2O10P2 at a distorted geometry.

- energy (eV) = -62961.9653
- charge = +1
- orbital gap (hartree) = 0.374

Last column: Mulliken charge in e.
Cartesian coordinates (Å):
C  -3.1681  1.7063  6.8506  -1.177
C  -3.0435  1.0611  5.4259  -0.052
O  -2.0193  0.0564  5.5218  -0.288
C  -1.7051  -0.5505  4.3415  0.657
O  -1.1434  -1.6186  4.3908  -0.575
C  -1.9932  0.1117  2.9763  -0.506
C  -1.2961  -0.6080  1.7950  -1.183
C  0.1915  -0.2507  1.5959  -0.258
N  0.4457  1.0360  0.9287  0.451
C  -0.2409  2.2519  0.9592  0.046
C  0.4062  3.1801  0.1993  -1.057
N  1.5099  2.5025  -0.3418  0.085
C  1.4738  1.2469  0.1158  0.585
C  2.5757  0.2871  -0.3557  -1.034
C  2.2090  -0.1673  -1.8210  -0.208
F  0.8435  0.1432  -2.0204  -0.255
H  -4.1591  2.1759  6.9674  0.346
H  -2.4414  2.5449  6.8572  0.285
H  -2.9078  1.0031  7.6539  0.327
H  -2.7704  1.8997  4.7560  0.165
H  -4.0382  0.6439  5.1746  0.283
H  -1.6561  1.1670  3.0665  0.148
H  -3.0791  0.1916  2.7671  0.499
H  -1.3254  -1.6977  1.9953  0.436
H  -1.9151  -0.4659  0.8880  0.440
H  0.6143  -1.0252  0.9281  0.291
H  0.7213  -0.3228  2.5614  0.107
H  -1.1623  2.4525  1.5020  0.471
H  0.1256  4.2226  0.0537  0.447
H  2.2211  2.8732  -0.9572  0.240
H  2.5780  -0.5858  0.3194  0.198
H  3.5676  0.7633  -0.3027  0.483
H  2.3363  -1.2519  -1.9649  0.283
H  2.7639  0.4292  -2.5649  0.305
C  4.9899  -6.1463  0.5803  -0.635
O  3.6731  -6.2190  1.1445  -0.393
P  2.5363  -5.3615  0.4572  1.063
O  2.9736  -4.0819  -0.1260  -0.580
O  1.4410  -5.2320  1.5977  -0.274
C  1.8183  -4.4790  2.7524  -0.623
O  1.8788  -6.3792  -0.5581  -0.343
C  0.8203  -5.8869  -1.3870  -0.580
H  5.5041  -5.2707  0.9750  0.253
H  5.5356  -7.0402  0.8724  0.239
H  4.9532  -6.0913  -0.5074  0.326
H  2.2766  -3.5333  2.4550  0.237
H  2.5144  -5.0513  3.3656  0.298
H  0.9243  -4.2714  3.3366  0.251
H  1.2416  -5.3848  -2.2578  0.246
H  0.1780  -5.1953  -0.8399  0.269
H  0.2236  -6.7336  -1.7169  0.253
C  0.0852  5.3925  -5.8724  -0.633
O  -0.4418  4.0955  -5.5612  -0.328
P  -1.7646  4.0384  -4.6901  1.071
O  -1.9074  5.1065  -3.6945  -0.675
O  -1.7339  2.5646  -4.0909  -0.341
C  -0.6822  2.2838  -3.1734  -0.708
O  -2.9088  3.9601  -5.7755  -0.321
C  -4.2616  3.9398  -5.3006  -0.632
H  0.6955  5.7441  -5.0409  0.254
H  0.7094  5.3034  -6.7585  0.248
H  -0.7123  6.1080  -6.0694  0.322
H  -0.6076  3.0754  -2.4243  0.307
H  0.2640  2.1913  -3.7096  0.341
H  -0.8999  1.3455  -2.6745  0.293
H  -4.5961  4.9586  -5.1085  0.263
H  -4.3526  3.3466  -4.3899  0.297
H  -4.8870  3.4975  -6.0720  0.248


Number 1: lowest unoccupied orbital energy -0.164 hartree. Number 2: lowest unoccupied orbital energy -0.093 hartree.